Computed, not measured: C9H24IOP2Ti as an isolated structure at a distorted geometry, with ωB97M-V/def2-TZVPD.

The geometry in XYZ format:
```
38
Properties=species:S:1:pos:R:3
C -0.1066 -0.0308 -5.0072
I -0.3311 -0.0012 -2.7791
H 0.9495 0.0764 -5.2578
H -0.6875 0.7911 -5.4273
H -0.4907 -0.9840 -5.3699
Ti -0.2679 -0.0167 0.3543
P 0.2338 2.4216 0.3343
C -1.3455 3.2897 -0.0029
C 0.8846 3.2624 1.8132
H 0.9608 4.3434 1.6348
H 1.3721 4.0191 -1.0499
H 1.8843 2.8742 2.0519
H 2.3057 2.4992 -0.8666
H -2.0666 3.0787 0.8018
H 0.2379 3.0858 2.6803
C 1.3083 2.9252 -1.0203
H -1.1445 4.3716 -0.0558
H 0.9062 2.5453 -1.9661
H -1.7532 2.9385 -0.9608
P 0.2584 -2.4301 0.6825
C -1.3021 -3.3699 0.4921
C 1.3522 -3.1257 -0.5677
H 1.9157 -2.6119 2.4532
H 1.0065 -4.1356 2.2490
H 0.2707 -2.7483 3.1069
C 0.9196 -3.0404 2.2726
H 2.3411 -2.6608 -0.4847
H 1.4406 -4.2085 -0.4199
H -1.0799 -4.4436 0.5941
H -1.7209 -3.1671 -0.5032
H 0.9451 -2.9174 -1.5612
H -2.0247 -3.0575 1.2611
C -2.1899 -0.0785 -0.2329
O -3.3546 -0.1107 -0.4412
C -0.3862 0.1317 2.4736
H 0.5967 0.1687 2.9770
H -0.9172 -0.7178 2.9314
H -0.9207 1.0339 2.8102
```

highest occupied orbital energy (spin up / spin down): -15.74 / -16.40 eV
total charge: +2
M: 385.01 g mol⁻¹
orbital gap (spin up / spin down): 6.76 / 7.64 eV
spin multiplicity: 2
⟨S²⟩: 0.7611

Atom charges from the natural (NBO) analysis, given in e for atoms 1 to 5: number 1, C, carries -0.556; number 2, I, carries 0.107; number 3, H, carries 0.250; number 4, H, carries 0.252; number 5, H, carries 0.251

=====

Computed, not measured: a 4-piece molecular cluster, C9H24NO5 overall at a distorted geometry, with ωB97M-V/def2-TZVPD.

The geometry in XYZ format:
```
39
Properties=species:S:1:pos:R:3
C 1.1261 0.6350 -0.4413
C 1.4705 0.5815 1.0355
O 1.2284 1.5254 1.7919
O 2.1009 -0.4694 1.4289
C 1.4341 -1.9970 1.2326
N 2.1838 -2.9282 0.6602
H 2.0855 0.6042 -0.9710
H 0.5643 1.5376 -0.6871
H 0.5930 -0.2735 -0.7299
H 1.2451 -2.1781 2.2963
H 0.4885 -1.7282 0.7215
H 2.0471 -2.8731 -0.3505
C 0.1767 0.7944 5.2287
C 1.6879 0.9724 5.2751
O 2.3351 0.3416 4.2018
H -0.0714 -0.2680 5.2238
H -0.3090 1.2675 6.0871
H -0.2218 1.2360 4.3138
H 2.0933 0.5217 6.1850
H 1.9260 2.0468 5.3034
H 1.9962 0.7034 3.3604
C -3.8219 0.6202 -2.1217
C -2.7555 0.5507 -1.0431
O -1.9168 1.6959 -1.0254
H -3.3606 0.7430 -3.1027
H -4.4276 -0.2873 -2.1315
H -4.4879 1.4709 -1.9549
H -2.0853 -0.2910 -1.2159
H -3.2180 0.4056 -0.0608
H -2.4504 2.4753 -0.8414
C 0.1845 -0.8204 -5.0995
C 0.0061 -0.5559 -3.6131
O 0.5424 -1.6121 -2.8312
H -0.2882 -1.7644 -5.3724
H -0.2532 -0.0213 -5.7013
H 1.2454 -0.8910 -5.3506
H -1.0522 -0.4964 -3.3597
H 0.4717 0.3948 -3.3321
H 1.4873 -1.6684 -3.0087
```

highest occupied orbital energy: -3.37 eV
total charge: -1
M: 226.29 g mol⁻¹
orbital gap: 6.06 eV

Atom charges from the natural (NBO) analysis, given in e for atoms 1 to 5: number 1, C, carries -0.749; number 2, C, carries 0.807; number 3, O, carries -0.715; number 4, O, carries -0.639; number 5, C, carries 0.060

=====

Computed, not measured: C9H25AsBaF6NO8P as an isolated structure at a distorted geometry, with ωB97M-V/def2-TZVPD.

The geometry in XYZ format:
```
52
Properties=species:S:1:pos:R:3
Ba -16.3259 20.8651 8.4985
O -15.3158 23.3017 8.6573
H -14.8586 23.2902 7.7939
O -15.0589 20.1915 10.6426
H -14.7967 19.4631 11.2387
O -17.6981 21.8809 10.7977
H -18.3958 21.2002 10.7325
As -19.3653 23.7252 7.2652
F -19.3211 23.3788 9.0573
F -20.7128 24.8797 7.4084
F -19.2336 24.2424 5.5279
F -17.9704 22.5770 7.0967
F -20.4854 22.4022 6.9727
F -18.3355 25.2195 7.6977
C -17.2422 17.0436 8.0732
O -17.3257 18.2108 8.0970
N -16.8419 16.2919 9.0756
C -16.7622 14.8447 8.9546
C -16.8775 16.7806 10.5193
H -17.2899 16.4449 7.1505
H -15.7012 14.6451 9.1047
H -16.9492 14.5054 7.9358
H -17.4770 14.2330 9.5050
H -16.8978 17.8274 10.8225
H -17.7938 16.4117 10.9801
H -16.0327 16.3994 11.0929
C -12.4095 15.1532 7.5404
C -13.0771 16.5470 7.7021
O -13.2061 17.2741 6.4806
P -13.3203 18.8757 6.5659
O -14.2844 19.4310 7.5857
O -11.7300 19.3353 6.6159
C -11.3261 20.6983 6.6074
C -10.6663 21.1210 5.3563
O -13.7441 19.2758 5.0166
C -14.9644 18.8697 4.3221
C -14.5242 18.3964 2.9697
H -12.4053 14.7749 8.5627
H -13.0358 14.5287 6.9034
H -11.3649 15.2802 7.2560
H -14.0147 16.4044 8.2393
H -12.6664 17.0927 8.5516
H -11.9625 21.4276 7.1085
H -10.4713 20.8455 7.2676
H -11.5053 21.0705 4.6624
H -10.2834 22.1409 5.3211
H -10.0619 20.3206 4.9295
H -15.3676 18.0183 4.8704
H -15.6025 19.7304 4.5227
H -14.1006 17.3946 2.8989
H -15.4355 18.4331 2.3727
H -13.7870 19.0953 2.5744
```

highest occupied orbital energy: 0.57 eV
total charge: -2
M: 632.51 g mol⁻¹
orbital gap: 2.84 eV

Atom charges from the Löwdin analysis, given in e for atoms 1 to 5: number 1, Ba, carries 1.832; number 2, O, carries -0.683; number 3, H, carries -0.193; number 4, O, carries -0.692; number 5, H, carries -0.171

=====

Computed, not measured: C9H25ClO11P2S2 as an isolated structure at a distorted geometry, with ωB97M-V/def2-TZVPD.

The geometry in XYZ format:
```
50
Properties=species:S:1:pos:R:3
C -2.2762 -4.1795 -0.8410
C -2.5268 -2.7416 -1.2922
Cl -3.5459 -2.7029 -2.7762
C -3.0735 -1.8241 -0.2073
O -4.0127 -2.4300 0.6945
S -5.5105 -2.5483 0.0922
O -6.3144 -1.5091 0.6721
O -5.8728 -3.9178 0.9470
S -6.8975 -4.9524 0.0849
H -2.3138 -4.8396 -1.7017
H -1.2968 -4.2452 -0.3673
H -3.0144 -4.4921 -0.1051
H -1.5666 -2.3176 -1.5816
H -3.4607 -0.9003 -0.6393
H -2.2290 -1.5271 0.4139
H -7.3334 -4.1025 -0.8627
C -1.8308 4.3142 -3.0800
O -1.5293 2.9083 -3.1683
P -0.8106 2.2081 -1.9035
O 0.6292 2.5085 -2.0040
O -1.2085 0.7196 -2.3308
C -0.8586 0.2342 -3.6254
O -1.1775 1.9188 -0.3809
C -0.5999 2.7757 0.6228
H -2.3645 4.5921 -3.9840
H -2.4651 4.5262 -2.2189
H -0.9084 4.8925 -3.0129
H 0.0886 0.6451 -3.9751
H -1.6480 0.4693 -4.3387
H -0.7712 -0.8479 -3.5518
H -0.6742 3.8258 0.3484
H 0.4427 2.5067 0.7757
H -1.1474 2.6137 1.5478
C 6.0154 0.6893 0.6078
O 4.6730 0.5034 1.0924
P 4.4499 0.3952 2.6887
O 4.7656 -0.9928 3.0733
O 2.8882 0.7297 2.6262
C 2.0404 -0.0555 1.7942
O 4.6563 1.3438 3.9507
C 5.8156 1.1194 4.7740
H 5.9611 0.8048 -0.4707
H 6.4662 1.5860 1.0342
H 6.6258 -0.1826 0.8477
H 2.3707 -1.0937 1.7496
H 2.0134 0.3702 0.7899
H 1.0353 -0.0251 2.2111
H 6.7159 0.9838 4.1782
H 5.6518 0.2449 5.3989
H 5.9336 1.9981 5.4029
```

highest occupied orbital energy: -9.36 eV
total charge: 0
M: 470.82 g mol⁻¹
orbital gap: 9.70 eV

Atom charges from the natural (NBO) analysis, given in e for atoms 1 to 5: number 1, C, carries -0.634; number 2, C, carries -0.206; number 3, Cl, carries -0.081; number 4, C, carries -0.109; number 5, O, carries -0.704